A molecular structure, C20H42ClNO7PPbS. Source: the Open Molecules 2025 dataset; level of theory: the ωB97M-V functional and the def2-TZVPD basis.

Properties
Kohn-Sham gap: 3.23 eV
E_HOMO: -0.3992 Eh
Multiplicity: 1
E_LUMO: -0.281 hartree
Total charge: +1

Geometry as XYZ:
```
74
Properties=species:S:1:pos:R:3:forces:R:3:lowdin_charge:R:1
C 7.66038 -0.34641 1.18140 -0.78 -0.57 -0.05 -0.071
C 6.29563 0.18528 0.75295 1.13 0.39 -0.22 -0.288
O 5.74149 -0.66168 -0.23285 -0.37 -0.33 0.42 -0.145
C 4.33264 -0.57117 -0.35487 -0.02 0.41 0.12 -0.230
C 3.93156 0.02463 -1.70491 -0.29 -0.40 -0.13 -0.168
C 2.59055 -0.49606 -2.22464 -0.13 0.20 1.17 -0.196
C 1.42660 -0.04946 -1.29743 0.91 -0.53 -0.97 -0.225
C 0.16006 -0.78503 -1.73797 -0.66 0.49 0.88 -0.264
P -1.16938 -0.95135 -0.40903 2.46 2.29 0.91 0.351
S -2.99570 -1.38890 0.93619 -1.35 -0.27 0.75 0.674
Cl -2.19061 -2.41938 -1.71841 -0.88 -1.14 -1.32 0.342
C -0.18643 -2.16627 0.68326 -0.25 -0.52 -0.58 -0.287
C -0.15067 -3.63767 0.26789 0.28 -0.17 1.04 -0.216
C -1.28574 -4.43381 0.92097 1.33 -0.32 -0.01 -0.201
O -2.26049 -4.83837 -0.04166 -0.79 -0.30 0.07 -0.213
C -3.50060 -4.42747 0.33374 0.06 0.94 0.18 -0.377
O -2.26434 0.15283 -1.12889 -0.13 -0.65 0.37 -0.371
C -2.45592 1.37368 -0.44804 1.00 0.48 -0.41 -0.309
C -3.86220 1.70758 0.05182 0.26 -0.70 -0.13 -0.102
C -4.81914 1.59636 -1.11178 -0.09 -0.43 0.26 -0.428
C -5.33969 0.24811 -1.52954 -0.08 -0.46 0.69 -0.055
N -5.20443 2.58937 -1.77339 -0.18 0.91 -0.49 0.153
C -1.24048 1.53344 0.55479 -1.47 0.08 -0.17 -0.397
C -1.70483 1.76815 2.00247 0.41 0.55 -0.10 -0.135
O -1.95512 3.13777 2.28622 -0.45 -0.44 -0.19 -0.139
O -1.33641 3.45154 3.51086 0.57 0.36 0.55 -0.012
C -0.41724 2.67246 -0.06272 0.34 -0.76 1.39 -0.063
C 0.81552 3.14354 0.76172 -0.15 1.44 -2.26 -0.356
C 1.93586 3.53848 -0.24982 -0.05 -0.32 0.75 -0.031
O 0.45495 4.35342 1.42421 0.11 -0.28 0.76 -0.050
O -0.59187 0.27519 0.64294 -0.53 -0.18 -0.85 -0.250
H 7.48836 -1.16940 1.87434 0.21 -0.03 0.15 0.072
H 8.18210 -0.77622 0.33019 0.22 0.30 -0.10 0.076
H 8.23001 0.43341 1.67543 0.19 0.01 -0.03 0.074
H 5.68743 0.27300 1.65612 -0.38 0.01 -0.19 0.114
H 6.44561 1.17490 0.30623 -0.25 0.17 0.15 0.120
H 3.93995 0.07825 0.43285 0.00 -0.05 0.15 0.107
H 3.89598 -1.55955 -0.16925 0.05 -0.11 -0.31 0.124
H 3.86464 1.10707 -1.59013 0.23 0.12 -0.24 0.103
H 4.70549 -0.22568 -2.42723 0.17 0.13 -0.01 0.118
H 2.60148 -1.58712 -2.17045 0.14 -0.11 -0.43 0.108
H 2.41711 -0.15295 -3.24086 -0.06 -0.16 -0.18 0.115
H 1.36811 1.02990 -1.40488 -0.36 0.07 0.24 0.089
H 1.74636 -0.27379 -0.28270 -0.31 0.04 0.17 0.088
H 0.41880 -1.78996 -2.06406 -0.04 -0.02 -0.22 0.060
H -0.31975 -0.21405 -2.52759 0.04 -0.31 -0.40 0.090
H -2.68586 -0.99483 2.19295 0.18 -0.23 -0.21 -0.125
H 0.83470 -1.81203 0.80497 0.01 0.37 -0.46 0.084
H -0.60107 -2.13232 1.68552 -0.07 0.26 0.08 0.057
H -0.05366 -3.82205 -0.79760 -0.29 0.04 -0.12 0.092
H 0.75068 -4.07547 0.70478 0.17 0.13 -0.05 0.116
H -1.72043 -3.85894 1.73715 -0.29 0.13 -0.21 0.098
H -0.88200 -5.33269 1.39153 -0.10 -0.23 -0.25 0.132
H -3.69543 -4.48427 1.40594 -0.35 -0.32 0.00 0.127
H -4.26811 -5.07610 -0.17171 -0.38 -1.24 0.45 -0.115
H -3.73578 -3.38805 0.02259 -0.05 0.09 0.03 -0.077
H -2.28916 2.10675 -1.24181 -0.01 0.15 0.04 0.144
H -3.83205 2.74336 0.38796 0.00 0.08 0.09 0.129
H -4.15422 1.07794 0.89289 -0.17 -0.04 -0.10 0.082
H -6.35181 0.34218 -1.91149 -0.01 0.14 -0.17 0.075
H -4.70155 -0.22484 -2.27351 0.15 0.10 -0.07 0.068
H -5.36205 -0.40946 -0.65507 0.02 -0.08 -0.08 0.045
H -4.78966 3.44935 -1.40898 -0.10 0.03 -0.06 0.061
H -0.89777 1.41022 2.63699 0.09 0.08 0.11 0.139
H -2.61670 1.21630 2.24019 0.08 -0.25 -0.10 0.095
H -1.73994 2.86673 4.17173 -0.35 0.09 -0.16 0.101
H -1.10193 3.51770 -0.13303 0.02 0.13 0.03 0.135
H -0.17953 2.38905 -1.08585 0.19 -0.16 0.02 0.111
H 1.16149 2.40544 1.47572 -0.10 0.09 0.32 0.147
H 2.37887 4.47138 0.09222 0.14 -0.04 0.06 0.081
H 2.73315 2.79885 -0.30238 -0.04 -0.10 -0.26 0.059
H 1.49445 3.71905 -1.22628 0.16 -0.07 -0.22 0.078
H 0.19709 4.98964 0.74614 0.06 -0.09 0.11 0.098
Pb -4.97731 -4.81947 -2.06505 0.95 1.09 -0.03 1.565
```
Forces are in eV/Å.

A molecular structure, C28H36BN6O2S3SeTl. Source: the Open Molecules 2025 dataset; level of theory: the ωB97M-V functional and the def2-TZVPD basis.

Properties
Kohn-Sham gap: 7.25 eV
Energy relative to the best compared isomer or geometry (same formula, charge and spin): 0.070 eV
E_HOMO: -0.2796 Eh
Multiplicity: 1
E_LUMO: -0.013 hartree
Total charge: 0

Geometry as XYZ:
```
78
Properties=species:S:1:pos:R:3:forces:R:3:lowdin_charge:R:1
Tl -0.71261 0.87600 -0.55958 0.04 -0.09 0.04 0.325
C -0.29357 3.91167 2.59127 -0.01 -0.01 0.01 -0.018
N 0.81876 2.97858 2.55274 -0.03 0.00 0.01 -0.098
C 2.14297 3.29944 2.73921 0.02 0.00 0.01 -0.035
C 2.83140 2.13791 2.68449 0.01 0.00 0.00 -0.056
N 1.93840 1.11617 2.46297 -0.02 0.01 -0.01 -0.016
B 2.35167 -0.36465 2.29059 0.03 0.00 0.03 -0.432
N 2.88761 -0.63994 0.82830 -0.03 0.03 -0.03 0.014
C 3.59352 -1.79412 0.58793 -0.01 -0.01 0.02 -0.063
C 3.81036 -1.89841 -0.74223 0.00 -0.01 -0.01 -0.051
N 3.23653 -0.79269 -1.31699 0.04 0.02 0.01 -0.145
C 3.15909 -0.51729 -2.73999 0.01 0.01 0.00 -0.035
C 2.66937 -0.03692 -0.34719 -0.02 -0.05 -0.01 -0.728
S 1.87303 1.44949 -0.70752 0.05 0.03 0.04 0.675
C 0.70920 1.64733 2.37740 0.05 -0.02 -0.01 -0.715
S -0.79011 0.84651 2.08096 0.00 0.01 -0.05 0.694
H 0.10064 4.91960 2.49985 0.00 0.00 -0.01 0.085
H -0.84291 3.80419 3.52564 0.00 0.00 0.00 0.101
H -0.96406 3.71590 1.75968 0.00 0.00 0.01 0.066
H 2.46479 4.31335 2.89389 0.00 0.00 0.00 0.124
H 3.88423 1.94510 2.78353 0.00 0.00 0.00 0.127
H 3.27076 -0.59876 3.03737 0.01 0.02 0.00 0.080
H 1.41006 -1.08098 2.50371 -0.02 -0.02 -0.01 0.062
H 3.88047 -2.44606 1.39303 -0.01 0.00 0.00 0.124
H 4.31658 -2.64757 -1.32337 0.00 0.00 0.00 0.122
H 3.71815 -1.28822 -3.26404 0.00 0.00 0.00 0.093
H 3.58236 0.46002 -2.95930 0.00 0.00 0.00 0.085
H 2.12034 -0.53163 -3.06736 0.00 0.00 0.00 0.083
Se -1.69078 2.99370 -1.70788 0.01 -0.03 -0.03 0.726
C -0.86896 4.47895 -0.81161 -0.01 -0.02 0.02 -0.657
C 0.51164 4.66129 -0.78762 0.00 0.01 -0.02 -0.147
C 1.06178 5.78623 -0.18827 0.00 0.00 0.01 -0.093
C 0.24104 6.75589 0.37292 0.00 -0.01 0.01 -0.111
C -1.13660 6.58454 0.34315 0.00 0.01 -0.01 -0.098
C -1.68779 5.44978 -0.23593 0.01 0.01 -0.01 -0.151
H 1.15929 3.93257 -1.25649 -0.01 0.03 0.00 0.044
H 2.13773 5.91202 -0.18024 0.00 0.00 0.00 0.105
H 0.67107 7.64112 0.82431 0.00 0.00 0.00 0.099
H -1.78709 7.33629 0.77275 0.00 0.00 0.00 0.102
H -2.76171 5.31332 -0.24868 0.00 -0.01 0.00 0.097
S 0.18527 -1.81890 -0.95583 -0.04 0.08 0.02 0.730
C -0.96610 -2.59828 0.05534 -0.01 -0.03 0.05 -0.758
N -1.85339 -3.44469 -0.47006 0.01 0.02 0.00 0.054
C -2.99343 -3.98552 0.26705 0.00 -0.02 0.01 -0.137
C -3.30458 -3.07746 1.44432 0.01 0.01 -0.02 -0.147
C -2.03852 -2.84232 2.24988 0.02 0.00 -0.01 -0.144
N -0.97073 -2.39085 1.36380 -0.02 0.03 -0.02 0.032
H -1.85323 -3.49939 -1.47487 0.00 0.00 0.00 0.102
H -2.76846 -5.00112 0.60572 0.00 0.00 0.00 0.122
H -3.83793 -4.03114 -0.42172 0.00 0.00 0.00 0.112
H -4.07444 -3.52716 2.07075 0.00 -0.01 0.00 0.123
H -3.66595 -2.12226 1.06496 0.00 0.00 0.01 0.089
H -1.72743 -3.75591 2.76458 0.00 0.00 0.01 0.123
H -2.18686 -2.06572 2.99983 0.00 0.00 0.00 0.120
H -0.33904 -1.67194 1.69783 0.01 -0.02 0.00 0.032
C -7.23545 -4.27491 -2.57829 0.00 0.00 0.00 -0.050
C -6.14118 -3.26733 -2.35115 -0.01 -0.01 -0.01 -0.272
C -4.95353 -3.32461 -3.06575 0.00 0.01 0.00 -0.019
C -3.92748 -2.40378 -2.86538 -0.01 0.02 0.01 -0.207
C -2.69732 -2.50061 -3.73293 0.01 -0.01 0.00 -0.039
C -4.08992 -1.42326 -1.87828 0.02 -0.02 0.01 -0.059
C -5.29202 -1.32557 -1.16355 -0.01 -0.01 -0.02 -0.199
C -5.54558 -0.22997 -0.15943 0.00 -0.02 0.01 -0.027
C -6.29942 -2.24707 -1.42079 0.00 0.01 0.00 -0.012
C -2.93873 -0.51905 -1.53845 0.03 0.04 -0.02 -0.649
O -2.22422 -0.03184 -2.43193 -0.05 -0.02 -0.04 -0.085
O -2.69926 -0.33786 -0.29758 -0.04 0.00 0.00 -0.152
H -7.05746 -4.85340 -3.48408 0.00 0.00 0.00 0.074
H -8.20573 -3.78583 -2.67112 0.00 0.00 0.00 0.079
H -7.30174 -4.97442 -1.74218 0.00 0.00 0.00 0.081
H -4.82290 -4.09702 -3.81653 0.00 0.00 0.00 0.114
H -2.66197 -3.47374 -4.22506 -0.01 0.01 -0.01 0.080
H -1.76798 -2.33546 -3.18647 -0.01 0.01 0.01 0.042
H -2.71696 -1.72487 -4.49887 0.00 0.00 -0.01 0.095
H -5.15469 0.72773 -0.50098 0.01 0.00 0.00 0.091
H -5.05927 -0.44050 0.79315 0.00 0.02 0.00 0.074
H -6.61662 -0.12819 0.01500 0.00 0.00 0.00 0.079
H -7.23795 -2.16050 -0.88271 0.00 0.00 0.00 0.118
```
Forces are in eV/Å.

A molecular structure, C43H36F5MoN7O7PS2Si. Source: the Open Molecules 2025 dataset; level of theory: the ωB97M-V functional and the def2-TZVPD basis.

Properties
Kohn-Sham gap (alpha / beta): 5.96 / 6.29 eV
Energy relative to the best compared isomer or geometry (same formula, charge and spin): 0.585 eV
E_HOMO (alpha / beta): -0.2140 / -0.2139 Eh
Multiplicity: 1
E_LUMO (alpha / beta): 0.005 / 0.017 hartree
Total charge: -1

Geometry as XYZ:
```
103
Properties=species:S:1:pos:R:3:forces:R:3:lowdin_charge:R:1
Mo -1.05001 -0.43417 0.94012 1.22 0.28 2.66 1.550
N -1.14292 1.38041 2.50539 -0.04 -0.23 -0.02 -0.042
C -2.19776 1.23626 3.53340 -0.13 0.13 0.07 -0.228
C -3.58997 1.29491 2.91029 0.33 -0.30 -0.19 -0.074
C -3.89645 0.10575 2.00014 -0.69 0.76 0.96 -0.552
O -5.00243 -0.34846 1.89566 0.28 -0.17 -0.24 0.132
O -2.83968 -0.34253 1.35216 -1.54 -0.35 -0.30 -0.284
H -0.23498 1.41022 2.96115 0.04 -0.03 -0.03 0.074
H -1.26720 2.27516 2.03815 0.05 0.00 -0.03 0.088
H -2.11594 2.03037 4.28179 0.03 -0.05 -0.01 0.119
H -2.04314 0.27917 4.03443 0.04 0.02 -0.04 0.085
H -3.68841 2.20239 2.30404 -0.07 0.01 0.03 0.128
H -4.34723 1.32292 3.69026 -0.06 0.03 -0.06 0.125
N -1.11629 -1.86958 -0.29100 -0.09 -1.45 -1.20 -0.033
C -1.14748 -2.78876 -1.01743 -0.04 0.10 0.14 -0.122
C -1.18958 -3.86007 -1.84651 -0.02 -0.04 -0.02 -0.252
C -1.10897 -3.66982 -3.24757 0.08 0.12 -0.28 -0.217
N -1.00638 -3.51178 -4.38516 0.01 0.04 0.04 0.149
C -1.28625 -5.18224 -1.33666 0.06 -0.15 0.16 -0.228
N -1.34939 -6.26274 -0.94331 0.00 0.02 0.00 0.146
F -5.53799 -4.85013 4.83119 -0.08 0.01 0.01 0.122
C -4.49628 -4.15016 4.38091 0.13 0.00 -0.03 -0.141
C -4.26124 -4.03131 3.02345 -0.03 0.02 0.09 -0.142
F -5.09353 -4.60789 2.15899 -0.03 -0.02 -0.05 0.130
C -3.15683 -3.33272 2.57105 0.16 0.14 0.29 -0.237
F -2.97349 -3.26493 1.25756 0.05 -0.08 -0.21 0.091
C -2.24542 -2.72486 3.43929 -0.28 -0.19 0.11 -0.504
S -0.75493 -1.94550 2.96803 0.17 -0.01 -0.24 0.701
C -2.53327 -2.84658 4.80306 -0.06 0.09 -0.34 -0.252
F -1.73894 -2.25037 5.70096 0.03 -0.06 0.13 0.067
C -3.62574 -3.54844 5.27121 0.00 0.03 0.06 -0.149
F -3.84875 -3.64380 6.58698 -0.03 -0.01 0.04 0.111
O 0.75943 -0.16479 1.10835 0.13 0.47 0.02 -0.496
Si 2.33453 -0.46783 1.40626 1.19 -0.45 0.13 0.532
C 2.64010 -2.29446 1.09766 -0.09 0.32 0.06 -0.232
C 2.09504 -2.86601 -0.05545 0.05 0.06 -0.11 -0.097
C 2.20469 -4.22690 -0.29517 0.00 -0.02 -0.03 -0.072
C 2.86599 -5.03974 0.61579 0.04 0.04 0.00 -0.077
C 3.44314 -4.48105 1.74699 0.03 -0.07 -0.01 -0.085
C 3.32875 -3.11908 1.98521 0.03 0.11 0.08 -0.086
C 2.80458 0.02023 3.17189 -0.22 -0.04 -0.23 -0.216
C 4.14000 0.29049 3.47896 -0.01 -0.01 -0.14 -0.094
C 4.53453 0.58524 4.77494 0.09 -0.02 0.03 -0.087
C 3.59682 0.62475 5.79776 -0.01 -0.01 -0.06 -0.090
C 2.26277 0.37378 5.51133 0.02 0.02 0.06 -0.079
C 1.87649 0.07172 4.21333 -0.07 -0.02 -0.04 -0.110
C 3.43254 0.57001 0.27669 -0.27 -0.14 0.09 -0.225
C 4.54322 0.00614 -0.34995 -0.07 -0.06 0.01 -0.090
C 5.39823 0.78166 -1.12197 0.08 0.06 -0.02 -0.090
C 5.15328 2.13851 -1.28084 0.03 -0.05 0.00 -0.102
C 4.04891 2.71568 -0.66850 0.00 0.07 0.05 -0.096
C 3.20505 1.93578 0.10627 -0.02 -0.01 0.01 -0.096
H 1.58985 -2.22714 -0.77275 -0.09 -0.02 0.00 0.068
H 1.77228 -4.65777 -1.18963 -0.04 0.00 0.01 0.100
H 2.93401 -6.10549 0.43885 0.01 0.00 0.00 0.103
H 3.97929 -5.10928 2.44748 -0.02 0.00 0.02 0.100
H 3.78065 -2.69333 2.87485 -0.06 -0.02 0.05 0.099
H 4.88105 0.26543 2.68673 0.04 0.03 0.03 0.102
H 5.57897 0.77751 4.98742 -0.01 0.01 0.01 0.101
H 3.90796 0.84106 6.81190 -0.01 0.02 0.00 0.100
H 1.52236 0.39437 6.30152 0.00 -0.01 0.00 0.104
H 0.83813 -0.17115 4.01927 -0.01 -0.04 0.05 0.024
H 4.73798 -1.05384 -0.22662 0.02 0.00 -0.05 0.104
H 6.25941 0.32918 -1.59781 0.00 -0.01 0.00 0.103
H 5.81979 2.74307 -1.88276 -0.01 0.01 -0.01 0.103
H 3.85133 3.77317 -0.79470 0.00 0.00 0.01 0.104
H 2.35406 2.39707 0.59746 0.03 0.06 -0.01 0.093
O -5.57193 3.13110 -5.70621 0.05 0.01 -0.01 -0.368
S -4.77879 4.16526 -6.33873 0.20 0.19 0.11 0.392
O -5.52012 5.32564 -6.78140 0.06 -0.01 0.06 -0.364
O -3.75459 3.69222 -7.25920 -0.11 -0.03 0.00 -0.365
C -3.67885 4.76698 -4.98762 -0.52 -0.24 -0.82 -0.340
N -3.31133 6.04534 -4.96802 0.27 0.10 0.26 0.131
C -2.41133 6.36730 -4.04541 -0.25 0.00 -0.20 -0.119
C -1.90544 5.45451 -3.13669 0.15 -0.30 0.36 -0.005
C -2.37175 4.14305 -3.22879 -0.41 0.94 -0.87 -0.227
N -3.24556 3.81369 -4.18132 0.36 -0.24 0.73 0.163
C -1.99223 3.07104 -2.30829 0.22 -0.90 0.62 -0.122
C -0.92767 3.16513 -1.40788 -0.17 0.27 -0.44 0.006
C -0.67128 2.13496 -0.54084 0.22 -0.30 0.24 -0.135
N -1.39922 1.00669 -0.48822 -0.44 1.42 -1.67 -0.125
C -2.38152 0.87965 -1.40479 0.10 -0.26 0.37 -0.083
C -2.70727 1.86679 -2.30140 -0.03 0.49 -0.25 0.030
H -2.09949 7.40649 -4.03110 0.05 0.00 0.07 0.107
H -1.20887 5.76753 -2.37051 0.02 0.02 -0.03 0.096
H -0.28554 4.03511 -1.41006 0.04 -0.02 0.11 0.111
H 0.18254 2.17226 0.12359 -0.06 0.01 0.05 0.090
H -2.91930 -0.05955 -1.38219 -0.05 0.04 -0.01 0.122
H -3.51415 1.74272 -3.01216 -0.01 -0.07 0.02 0.131
C 2.19332 -1.55437 -3.79494 -0.24 0.25 0.10 -0.161
P 1.18584 -0.14012 -3.26749 0.33 0.15 -0.47 0.560
C 2.28672 1.29781 -3.44561 -0.28 -0.33 0.10 -0.158
C -0.08239 0.05967 -4.54851 0.26 -0.18 0.29 -0.149
O 0.66184 -0.29004 -1.87935 0.01 -0.01 -0.05 -0.382
H 2.68780 -1.35217 -4.74463 0.02 -0.01 -0.02 0.054
H 1.53677 -2.41576 -3.90744 0.00 -0.10 -0.01 0.031
H 2.93376 -1.75556 -3.01967 0.03 0.00 -0.02 0.045
H 2.58277 1.42979 -4.48575 0.03 0.04 -0.01 0.054
H 3.16581 1.14051 -2.82067 0.00 0.03 -0.01 0.023
H 1.75508 2.18201 -3.09277 0.03 0.05 -0.04 0.046
H 0.37708 0.34878 -5.49325 -0.02 0.00 -0.03 0.058
H -0.80065 0.81974 -4.24698 -0.01 0.07 0.00 0.041
H -0.59832 -0.89194 -4.67849 -0.06 0.00 -0.01 0.030
```
Forces are in eV/Å.

2 unconnected molecules or ions with the total composition C4H7N3O. Source: the Open Molecules 2025 dataset; level of theory: the ωB97M-V functional and the def2-TZVPD basis.

Properties
Kohn-Sham gap: 8.51 eV
Energy relative to the best compared isomer or geometry (same formula, charge and spin): 7.911 eV
E_HOMO: -0.2991 Eh
Multiplicity: 1
E_LUMO: 0.014 hartree
Total charge: 0

Geometry as XYZ:
```
15
Properties=species:S:1:pos:R:3:forces:R:3:lowdin_charge:R:1
C 0.77063 0.10733 0.13409 1.32 -1.49 0.03 -0.293
C 1.08540 -0.72860 -1.13245 -0.06 -2.41 -0.83 -0.022
C -0.14096 0.11032 -1.12794 0.13 0.53 -2.60 -0.317
C 0.08375 1.43437 0.43968 1.22 1.27 3.95 -0.487
H -0.05692 -0.71871 1.98051 1.11 -0.13 -1.97 0.122
H 1.17177 -1.62162 1.29017 0.76 0.01 -0.16 0.063
H 0.79436 -1.87864 -0.96777 0.96 2.79 0.11 0.150
H 1.98183 -0.73411 -1.83666 -1.58 0.92 0.76 0.119
H -0.08227 1.04591 -1.75200 0.42 -0.78 0.83 0.170
H -1.45724 -0.89648 -0.07665 -0.44 1.38 -1.49 0.131
H -2.38249 1.41300 1.17573 4.99 -1.37 -3.01 0.314
N 0.43230 -0.99325 1.06672 -2.53 1.44 2.07 0.016
N -1.47398 0.03607 -0.63768 -0.84 -2.66 2.66 -0.005
N -1.23800 0.94568 0.52176 -4.56 1.94 1.03 -0.021
O 0.51183 2.47872 0.92249 -0.91 -1.43 -1.39 0.061
```
Forces are in eV/Å.